{
  "formula": "C42H33AsCoI2N2OP",
  "method": "ωB97M-V/def2-TZVPD",
  "symbols": ["Co", "I", "C", "C", "C", "I", "C", "C", "C", "C", "N", "C", "C", "O", "H", "H", "H", "H", "N", "C", "C", "C", "C", "C", "C", "C", "H", "H", "H", "H", "H", "C", "C", "As", "C", "C", "C", "C", "C", "C", "C", "C", "C", "C", "C", "C", "P", "C", "C", "C", "C", "C", "C", "C", "C", "C", "C", "C", "C", "H", "H", "H", "H", "H", "H", "H", "H", "H", "H", "H", "H", "H", "H", "H", "H", "H", "H", "H", "H", "H", "H", "H", "H"],
  "xyz": [[-1.0390, -0.6235, 2.2081], [-2.8165, -2.6034, 6.5223], [-3.3865, -0.8364, 5.5830], [-4.4049, -0.0311, 6.1289], [-4.7803, 1.1336, 5.5244], [-6.3020, 2.2675, 6.4004], [-4.1379, 1.5599, 4.3379], [-4.4377, 2.7399, 3.6222], [-3.7234, 3.0567, 2.5010], [-2.7021, 2.1996, 2.0701], [-2.4127, 1.0747, 2.6835], [-3.1162, 0.7424, 3.8088], [-2.7404, -0.4876, 4.4197], [-1.7995, -1.2064, 3.8395], [-4.8973, -0.3498, 7.0388], [-5.2310, 3.3885, 3.9695], [-3.9352, 3.9570, 1.9403], [-2.1089, 2.4538, 1.1985], [0.1000, -2.3003, 2.1091], [0.7965, -3.2075, 2.1019], [1.6732, -4.3429, 2.0812], [1.2122, -5.5544, 1.5665], [2.0675, -6.6404, 1.5338], [3.3670, -6.5165, 2.0115], [3.8201, -5.3061, 2.5232], [2.9759, -4.2118, 2.5613], [0.1963, -5.6369, 1.2025], [1.7215, -7.5856, 1.1364], [4.0314, -7.3716, 1.9876], [4.8331, -5.2170, 2.8935], [3.3143, -3.2643, 2.9603], [0.7666, 0.0356, -1.5839], [0.3660, -1.1332, -2.4768], [1.4198, -1.2704, -4.1572], [3.1512, -1.0356, -3.2719], [3.7008, -2.1924, -2.7206], [4.8697, -2.1363, -1.9718], [5.5131, -0.9204, -1.7803], [4.9839, 0.2341, -2.3413], [3.8065, 0.1789, -3.0801], [1.0878, 0.5240, -4.8430], [-0.1307, 1.1634, -4.6239], [-0.3766, 2.4235, -5.1566], [0.5905, 3.0525, -5.9288], [1.7902, 2.4034, -6.1899], [2.0320, 1.1427, -5.6602], [-0.2408, 0.1737, -0.0606], [-1.9408, 0.4734, -0.6652], [-2.2804, 1.4728, -1.5789], [-3.6008, 1.6559, -1.9607], [-4.5997, 0.8374, -1.4439], [-4.2770, -0.1743, -0.5528], [-2.9537, -0.3492, -0.1690], [0.3370, 1.7604, 0.6560], [0.4150, 2.9577, -0.0575], [0.8161, 4.1275, 0.5699], [1.1553, 4.1198, 1.9185], [1.1047, 2.9362, 2.6383], [0.7034, 1.7693, 2.0028], [0.6877, 0.9883, -2.1095], [1.8019, -0.0711, -1.2575], [-0.6888, -1.0858, -2.7527], [0.5187, -2.0834, -1.9624], [3.2132, -3.1481, -2.8847], [5.2841, -3.0434, -1.5477], [6.4286, -0.8736, -1.2025], [5.4867, 1.1843, -2.2035], [3.4010, 1.0906, -3.4992], [-0.9075, 0.6686, -4.0509], [-1.3297, 2.9095, -4.9785], [0.4035, 4.0367, -6.3404], [2.5376, 2.8774, -6.8145], [2.9619, 0.6358, -5.8914], [-1.5146, 2.1239, -1.9848], [-3.8550, 2.4442, -2.6591], [-5.6301, 0.9890, -1.7391], [-5.0484, -0.8250, -0.1613], [-2.7163, -1.1669, 0.5060], [0.1519, 2.9892, -1.1093], [0.8625, 5.0515, 0.0058], [1.4785, 5.0330, 2.4022], [1.3868, 2.9183, 3.6829], [0.7392, 0.8470, 2.5758]],
  "mulliken_spin": [2.70, 0.00, 0.02, 0.00, 0.01, 0.00, 0.00, 0.00, 0.00, 0.00, 0.04, -0.01, 0.01, 0.14, 0.00, 0.00, 0.00, -0.01, 0.05, -0.02, 0.00, 0.00, 0.00, 0.00, 0.00, 0.00, 0.00, 0.00, 0.00, 0.00, 0.00, 0.03, 0.00, 0.00, 0.00, 0.00, 0.00, 0.00, 0.00, 0.00, 0.00, 0.00, 0.00, 0.00, 0.00, 0.00, 0.02, -0.01, 0.00, 0.00, 0.00, 0.00, 0.01, -0.01, 0.00, 0.00, 0.00, 0.00, 0.03, 0.00, 0.01, 0.00, 0.00, 0.00, 0.00, 0.00, 0.00, 0.00, 0.00, 0.00, 0.00, 0.00, 0.00, 0.00, 0.00, 0.00, 0.00, 0.00, 0.00, 0.00, 0.00, 0.00, 0.00],
  "de_lowest_ev": 1.056,
  "homo_energy_ev": [-9.903, -9.899],
  "lumo_energy_ev": [-2.46, -3.09],
  "multiplicity": 4,
  "charge": 1,
  "orbital_gap_ha": [0.274, 0.250],
  "mol_weight_g_mol": 1000.38
}

{
  "formula": "C42H33CdN17O3",
  "method": "ωB97M-V/def2-TZVPD",
  "symbols": ["Cd", "C", "C", "C", "C", "N", "C", "N", "C", "N", "C", "N", "C", "C", "C", "C", "C", "N", "C", "C", "C", "C", "C", "C", "H", "H", "H", "H", "H", "H", "H", "H", "H", "H", "H", "H", "C", "N", "C", "N", "C", "N", "C", "C", "C", "C", "C", "C", "C", "N", "N", "C", "O", "C", "C", "C", "C", "C", "C", "N", "C", "N", "C", "N", "C", "H", "H", "H", "H", "H", "H", "H", "H", "H", "H", "H", "H", "H", "H", "H", "H", "N", "C", "C", "N", "C", "C", "N", "H", "H", "H", "H", "H", "O", "N", "O"],
  "xyz": [[-0.7070, 0.9219, -1.6296], [-0.4173, 3.7490, -5.2757], [-1.3764, 3.1905, -6.1183], [-2.2933, 2.3132, -5.5942], [-2.2599, 1.9897, -4.2267], [-1.2719, 2.4644, -3.4378], [-0.4040, 3.3378, -3.9635], [-3.3203, 1.2124, -3.7869], [-3.5875, 1.0138, -2.5437], [-2.8697, 1.4024, -1.4410], [-3.6144, 1.1587, -0.3268], [-3.3925, 1.5198, 0.8969], [-2.3885, 2.4165, 1.2317], [-2.4801, 2.9722, 2.5226], [-1.6534, 4.0109, 2.8810], [-0.7302, 4.4910, 1.9537], [-0.6471, 3.8358, 0.7424], [-1.4145, 2.8008, 0.3894], [-4.8507, 0.4239, -0.7147], [-5.8974, -0.0835, 0.0266], [-6.9272, -0.7130, -0.6659], [-6.9079, -0.8045, -2.0568], [-5.8584, -0.2674, -2.7965], [-4.8332, 0.3356, -2.0970], [0.3088, 4.4649, -5.6341], [-1.4077, 3.4527, -7.1683], [-3.0760, 1.8702, -6.1924], [0.3476, 3.7185, -3.2829], [-3.2509, 2.5978, 3.1819], [-1.7380, 4.4649, 3.8604], [-0.0816, 5.3263, 2.1773], [0.0977, 4.1368, 0.0113], [-5.9079, 0.0020, 1.1053], [-7.7585, -1.1396, -0.1192], [-7.7239, -1.2997, -2.5674], [-5.8318, -0.3212, -3.8767], [4.7021, 0.1814, 0.3809], [3.3180, 0.6065, 0.4257], [2.3448, 0.3620, -0.4501], [1.2313, 0.9643, -0.0641], [1.5969, 1.5591, 1.1064], [2.8519, 1.3695, 1.4408], [5.0584, -0.8870, 1.3890], [6.4036, -1.1513, 1.6214], [6.7840, -2.1412, 2.5137], [5.8252, -2.8745, 3.1914], [4.4793, -2.6101, 2.9647], [4.0961, -1.6195, 2.0633], [3.4717, -3.3868, 3.6828], [3.6447, -4.3842, 4.4780], [2.3796, -4.7770, 4.8958], [1.5452, -3.9862, 4.3176], [2.1631, -3.0711, 3.5301], [0.0870, -3.9727, 4.3954], [-0.5843, -5.0129, 5.0343], [-1.9664, -5.0049, 5.0708], [-2.6797, -3.9739, 4.4693], [-2.0142, -2.9299, 3.8440], [-2.7793, -1.8039, 3.1889], [-2.3637, -1.5800, 1.8178], [-1.4235, -0.7569, 1.3511], [-1.3162, -0.8874, 0.0459], [-2.2552, -1.8293, -0.2463], [-2.9067, -2.2815, 0.8006], [-0.6270, -2.9345, 3.8143], [5.3217, 1.0630, 0.5436], [4.8919, -0.1716, -0.6340], [2.4542, -0.2534, -1.3271], [0.9233, 2.1291, 1.7218], [7.1612, -0.5763, 1.1010], [7.8337, -2.3373, 2.6862], [6.1012, -3.6463, 3.8966], [3.0438, -1.4245, 1.9021], [-0.0129, -5.8154, 5.4803], [-2.4964, -5.8143, 5.5545], [-3.7628, -3.9886, 4.4813], [-2.6382, -0.8649, 3.7262], [-3.8433, -2.0285, 3.1672], [-0.8647, -0.0741, 1.9717], [-2.4562, -2.1651, -1.2508], [-0.0889, -2.1362, 3.3186], [5.4065, 2.3888, -2.6898], [4.2943, 1.8848, -3.3396], [2.9975, 2.1468, -2.8776], [1.9373, 1.6025, -3.4421], [2.1374, 0.8052, -4.4904], [3.4172, 0.5588, -4.9511], [4.4984, 1.0904, -4.3813], [5.2943, 3.2700, -2.2167], [6.2550, 2.3116, -3.2287], [2.8333, 2.7963, -2.0213], [1.2665, 0.3486, -4.9433], [3.5889, -0.0901, -5.8011], [-1.1388, -0.8277, -3.1461], [-0.0612, -1.4462, -3.0471], [0.7640, -0.8868, -2.3006]],
  "lowdin_charge": [1.41, -0.08, -0.07, -0.02, -0.34, 0.04, -0.19, 0.15, -0.33, 0.01, -0.33, 0.15, -0.35, -0.02, -0.08, -0.09, -0.19, 0.08, -0.12, -0.02, -0.08, -0.08, -0.01, -0.10, 0.10, 0.11, 0.11, 0.09, 0.10, 0.10, 0.10, 0.10, 0.11, 0.10, 0.10, 0.11, -0.08, -0.13, -0.18, 0.03, -0.21, 0.13, -0.19, -0.04, -0.06, -0.02, -0.13, 0.04, -0.29, 0.12, 0.12, -0.29, 0.13, -0.13, -0.01, -0.06, -0.03, -0.19, -0.07, -0.12, -0.18, 0.03, -0.20, 0.14, 0.03, 0.13, 0.14, 0.11, 0.09, 0.12, 0.11, 0.12, 0.12, 0.12, 0.11, 0.12, 0.13, 0.13, 0.13, 0.11, 0.12, 0.12, -0.39, -0.12, 0.06, -0.14, -0.11, 0.12, 0.09, 0.09, 0.11, 0.11, 0.11, -0.22, -0.23, -0.26],
  "de_lowest_ev": 0.432,
  "homo_energy_ev": -7.658,
  "lumo_energy_ev": -0.18,
  "multiplicity": 1,
  "orbital_gap_ha": 0.275,
  "mol_weight_g_mol": 936.25
}

{
  "formula": "C42H33EuN5O5S",
  "method": "ωB97M-V/def2-TZVPD",
  "symbols": ["Eu", "O", "C", "C", "C", "C", "C", "C", "C", "O", "N", "N", "C", "C", "C", "C", "C", "C", "C", "O", "H", "H", "H", "H", "H", "H", "H", "H", "H", "H", "C", "C", "C", "C", "C", "C", "C", "S", "O", "O", "N", "C", "C", "C", "C", "C", "C", "C", "C", "N", "C", "H", "H", "H", "H", "H", "H", "H", "H", "H", "H", "H", "H", "H", "N", "C", "C", "C", "C", "C", "C", "C", "C", "C", "C", "C", "C", "H", "H", "H", "H", "H", "H", "H", "H", "H", "H"],
  "xyz": [[-0.2651, 0.0178, -0.7964], [-0.6923, -4.8438, 1.6564], [0.1469, -5.0512, 0.6284], [0.9023, -6.2236, 0.6069], [1.8020, -6.4606, -0.4131], [1.9779, -5.5293, -1.4257], [1.2188, -4.3771, -1.4275], [0.2901, -4.1282, -0.4220], [-0.4666, -2.8541, -0.4792], [-0.3410, -2.1014, -1.4904], [-1.2684, -2.6209, 0.5514], [-1.8089, -1.3529, 0.5787], [-2.7828, -1.1634, 1.4030], [-3.3766, 0.1176, 1.6405], [-4.4160, 0.2073, 2.5724], [-4.9701, 1.4138, 2.9324], [-4.4627, 2.5834, 2.3648], [-3.4584, 2.5352, 1.4309], [-2.8890, 1.3071, 0.9923], [-1.9833, 1.2994, 0.0832], [-1.1107, -3.9454, 1.4787], [0.7799, -6.9276, 1.4169], [2.3768, -7.3762, -0.4129], [2.7068, -5.6976, -2.2059], [1.3353, -3.6268, -2.1960], [-3.1606, -2.0065, 1.9940], [-4.7734, -0.7091, 3.0282], [-5.7820, 1.4509, 3.6475], [-4.8745, 3.5401, 2.6638], [-3.0682, 3.4465, 0.9937], [-2.5758, -0.5734, 6.0313], [-1.5920, -0.4877, 4.9028], [-1.5575, 0.6695, 4.1340], [-0.6291, 0.8134, 3.1209], [0.2632, -0.2099, 2.8598], [0.2220, -1.3842, 3.5896], [-0.7025, -1.5163, 4.6134], [1.4843, 0.0093, 1.5595], [2.7923, 0.1210, 2.1658], [1.3266, -1.1118, 0.6437], [1.0522, 1.2664, 0.6934], [1.3113, 2.5615, 0.9692], [1.7603, 3.0590, 2.1864], [1.9498, 4.4274, 2.3679], [1.7044, 5.3273, 1.3590], [1.2775, 4.8748, 0.0971], [1.0474, 5.7261, -1.0054], [0.6863, 5.1781, -2.2063], [0.5395, 3.7865, -2.3104], [0.7145, 2.9680, -1.3013], [1.0844, 3.4822, -0.1120], [-2.4833, 0.3084, 6.6643], [-2.4179, -1.4597, 6.6401], [-3.5918, -0.5855, 5.6397], [-2.2722, 1.4576, 4.3196], [-0.5912, 1.7273, 2.5482], [0.9132, -2.1771, 3.3468], [-0.7386, -2.4312, 5.1867], [1.9709, 2.3565, 2.9800], [2.2935, 4.7819, 3.3313], [1.8502, 6.3870, 1.5097], [1.1539, 6.7983, -0.8858], [0.5159, 5.7981, -3.0718], [0.2623, 3.3366, -3.2563], [2.3189, 0.4765, -1.7650], [2.5890, -0.5881, -2.6237], [3.6493, -1.4482, -2.3491], [3.9350, -2.5074, -3.1891], [3.1636, -2.7191, -4.3169], [2.1174, -1.8590, -4.6013], [1.8145, -0.7742, -3.7849], [0.7161, 0.1444, -4.1803], [0.6942, 0.5336, -5.5218], [-0.3329, 1.3133, -6.0153], [-1.3575, 1.6826, -5.1611], [-1.3163, 1.3123, -3.8236], [-0.2798, 0.5448, -3.2455], [3.0400, 0.6739, -1.0827], [1.9245, 1.3013, -2.2136], [4.2465, -1.2831, -1.4616], [4.7578, -3.1686, -2.9626], [3.3694, -3.5543, -4.9713], [1.5062, -2.0454, -5.4719], [1.4968, 0.2276, -6.1840], [-0.3360, 1.6259, -7.0531], [-2.1884, 2.2659, -5.5416], [-2.1384, 1.6361, -3.1859]],
  "mulliken_spin": [6.05, 0.00, 0.00, 0.00, 0.00, 0.00, 0.00, 0.00, 0.00, -0.01, 0.00, -0.02, 0.00, 0.00, 0.00, 0.00, 0.00, 0.00, -0.01, 0.01, 0.00, 0.00, 0.00, 0.00, 0.00, 0.00, 0.00, 0.00, 0.00, 0.00, 0.00, 0.00, -0.02, 0.01, -0.03, 0.00, 0.00, 0.00, 0.00, 0.01, -0.02, 0.07, 0.03, 0.02, 0.07, -0.09, 0.44, -0.03, 0.11, 0.17, 0.02, 0.00, 0.00, 0.00, 0.00, 0.04, 0.00, 0.00, 0.03, 0.02, 0.00, 0.03, 0.00, 0.10, 0.00, 0.00, 0.00, 0.00, 0.00, 0.00, 0.01, -0.02, -0.01, 0.01, -0.01, 0.01, -0.01, 0.00, 0.00, 0.00, 0.00, 0.00, 0.00, 0.00, 0.00, 0.00, 0.01],
  "de_lowest_ev": 0.000,
  "homo_energy_ev": [1.313, -1.689],
  "lumo_energy_ev": [4.25, 4.25],
  "multiplicity": 8,
  "charge": -2,
  "orbital_gap_ha": [0.108, 0.218],
  "mol_weight_g_mol": 871.79
}